Computed, not measured: C7H10O2S in the gas phase in a non-equilibrium geometry, with the ωB97M-V functional and the def2-TZVPD basis.

Element x y z (Å)
1 C 0.032 1.987 -0.932
2 C 1.214 1.346 -0.722
3 C -1.174 1.655 -0.211
4 C -1.508 0.111 -0.330
5 C 1.459 0.644 0.466
6 C -0.541 -0.765 0.338
7 C 0.038 -1.937 -0.380
8 O -1.955 2.383 0.343
9 O 2.531 -0.178 0.539
10 S -0.670 -0.915 2.116
11 H -0.092 2.658 -1.768
12 H 1.995 1.362 -1.471
13 H -2.499 0.029 0.121
14 H -1.566 -0.123 -1.394
15 H 1.013 0.967 1.395
16 H 0.329 -1.660 -1.390
17 H -0.708 -2.738 -0.450
18 H 0.905 -2.340 0.139
19 H 2.655 -0.490 1.441
20 H -1.458 -1.997 2.148

Output
charge	0
frontier orbital gap (alpha / beta)	7.36 / 7.37	eV
LUMO level (alpha / beta)	-0.2 / -0.2	eV
strongest force on any atom	2.38	eV Å⁻¹
relative energy (zero: lowest compared OMol25 entry of this formula, charge and spin)	167.89	kJ/mol